[1]
C25H42EuGeN5O4Si | wB97M-V/def2-TZVPD

As for the HOMO energy (alpha / beta): -8.5 / -11.8 eV. Its total charge is +1. The calculation puts the LUMO energy (alpha / beta) at -6.347 / -3.010 eV. Its gap between HOMO and LUMO (alpha / beta) is 2.157 / 8.830 eV. For the energy above the lowest of the compared OMol25 structures with the same formula, charge and spin, the calculation gives 289.58 kJ/mol. As for the spin multiplicity: 8.

Structure (XYZ):
```
79
C25H42EuGeN5O4Si, DFT wB97M-V/def2-TZVPD
Eu -0.143 -0.356 -0.452
C -1.622 4.045 1.034
C -2.152 2.700 0.612
C -2.656 2.846 -0.813
C -3.275 2.348 1.592
O -1.139 1.715 0.629
Ge 0.642 1.954 1.501
O 0.481 0.065 1.832
C -0.385 -0.446 2.899
C 0.465 -1.580 3.540
C -0.784 0.658 3.878
C -1.692 -0.991 2.365
O 1.546 1.299 -0.094
C 2.495 1.925 -1.028
C 3.131 0.763 -1.791
C 1.759 2.831 -1.978
C 3.599 2.736 -0.320
H -2.406 4.768 0.956
H -1.447 3.992 2.130
H -0.757 4.416 0.414
H -3.265 3.728 -0.883
H -1.774 2.885 -1.449
H -3.239 1.977 -1.145
H -4.129 3.030 1.371
H -3.660 1.348 1.418
H -2.910 2.486 2.629
H 1.347 -1.214 4.045
H -0.156 -2.243 4.200
H 0.899 -2.266 2.751
H 0.137 0.954 4.335
H -1.311 1.504 3.385
H -1.445 0.444 4.689
H -1.608 -1.968 1.764
H -2.309 -1.325 3.194
H -2.150 -0.188 1.824
H 2.498 0.271 -2.483
H 3.892 1.167 -2.432
H 3.671 0.050 -1.124
H 1.032 2.219 -2.580
H 1.212 3.537 -1.384
H 2.504 3.368 -2.617
H 4.048 2.143 0.448
H 4.354 2.946 -1.054
H 3.156 3.659 0.127
N 3.231 -3.967 -0.900
C 2.079 -3.376 -1.186
N 1.753 -2.446 -0.313
C 2.861 -2.377 0.593
C 3.248 -1.420 1.529
C 4.436 -1.601 2.189
C 5.323 -2.657 1.876
C 5.034 -3.612 0.852
C 3.782 -3.371 0.246
H 3.644 -4.750 -1.370
H 1.427 -3.610 -1.999
H 2.583 -0.522 1.724
H 4.781 -0.781 2.859
H 6.178 -2.791 2.478
H 5.699 -4.448 0.607
O -1.885 -1.060 -2.440
N -1.888 0.285 -3.026
C -0.903 0.641 -3.715
C 0.317 -0.198 -3.696
N 1.127 -0.890 -4.063
C -0.728 1.952 -4.372
N -0.767 2.819 -5.098
C -2.376 -3.403 -1.145
Si -3.292 -1.766 -1.730
C -4.678 -1.878 -2.961
C -3.905 -0.725 -0.221
H -3.114 -4.042 -0.613
H -1.666 -3.129 -0.420
H -1.984 -3.770 -2.099
H -4.453 -2.761 -3.597
H -4.580 -0.986 -3.629
H -5.669 -1.877 -2.470
H -4.897 -0.261 -0.539
H -3.089 -0.048 0.010
H -4.084 -1.372 0.705
```

***

[2]
C25H42N2O18S | wB97M-V/def2-TZVPD

As for the structure (SMILES): CCOCCOCCOC[C@]1(N=C=O)OS(=O)(=O)O[C@@]1(CC(=O)OC(C)=O)N(C)C(C)=O.CCOC(=O)OC.CCOC(=O)OC. As for the HOMO energy: -9.6 eV. The calculation puts the LUMO energy at -0.291 eV. Its gap between HOMO and LUMO is 9.337 eV.

Structure (XYZ):
```
88
C25H42N2O18S, DFT wB97M-V/def2-TZVPD
C -1.684 -0.309 -1.596
C -0.967 0.660 -2.684
O -1.763 1.895 -2.766
C -0.889 3.062 -2.736
C -0.365 3.444 -1.254
O -1.333 4.193 -0.464
C -1.146 3.959 0.964
C -0.011 4.946 1.614
O 1.263 4.314 1.332
C 2.340 4.812 2.165
C 3.244 3.609 2.829
N 3.308 4.108 4.279
C 4.165 5.107 4.368
O 5.097 5.929 4.521
O 4.703 3.650 2.539
S 5.189 2.091 3.079
O 6.306 1.445 2.307
O 5.751 2.297 4.482
O 3.716 1.301 3.256
C 2.686 2.126 2.556
C 2.822 1.491 1.043
C 3.467 2.449 -0.056
O 2.872 3.187 -0.886
O 4.929 2.425 -0.160
C 5.331 1.866 -1.424
C 5.705 2.777 -2.724
O 5.462 0.607 -1.593
N 1.297 1.740 2.883
C 0.679 2.451 4.036
C 1.116 0.290 3.159
C 0.395 -0.705 2.081
O 1.440 -0.289 4.259
H -2.169 -1.191 -2.164
H -2.539 0.271 -1.060
H -0.979 -0.679 -0.765
H 0.103 0.839 -2.311
H -0.959 0.122 -3.715
H -1.366 3.968 -3.281
H 0.061 2.769 -3.345
H 0.536 4.165 -1.419
H -0.065 2.461 -0.739
H -2.173 4.189 1.453
H -0.924 2.839 1.197
H -0.267 5.062 2.727
H -0.086 5.956 1.066
H 3.028 5.455 1.476
H 1.844 5.473 2.983
H 3.402 0.486 1.128
H 1.776 1.189 0.632
H 6.496 2.238 -3.379
H 6.157 3.788 -2.364
H 4.763 3.009 -3.353
H 0.683 3.594 3.987
H -0.385 2.031 4.214
H 1.291 2.171 4.989
H 0.110 -1.715 2.537
H 0.992 -0.778 1.102
H -0.596 -0.156 1.803
C 0.202 -7.625 0.944
C 0.484 -6.239 1.496
O -0.713 -5.451 1.533
C -1.546 -5.706 2.559
O -1.368 -6.520 3.434
O -2.626 -4.914 2.426
C -3.636 -5.147 3.407
H -0.300 -7.558 -0.025
H 1.129 -8.190 0.826
H -0.461 -8.187 1.607
H 1.182 -5.722 0.833
H 0.950 -6.286 2.484
H -3.226 -5.098 4.419
H -4.109 -6.116 3.230
H -4.392 -4.367 3.304
C -4.594 -5.338 -5.006
C -4.438 -4.337 -3.876
O -4.114 -3.037 -4.385
C -5.147 -2.334 -4.885
O -6.299 -2.697 -4.930
O -4.669 -1.165 -5.349
C -5.653 -0.354 -5.990
H -3.708 -5.335 -5.647
H -4.745 -6.345 -4.613
H -5.447 -5.086 -5.642
H -3.607 -4.641 -3.235
H -5.333 -4.297 -3.247
H -6.524 -0.203 -5.347
H -5.948 -0.808 -6.938
H -5.204 0.619 -6.195
```

***

| no. | strongest force on any atom (eV/A) |
| --- | --- |
| 1 | 7.29 |
| 2 | 8.52 |